Entry 1:
The following is a DFT calculation (ωB97M-V/def2-TZVPD) of a 5-piece molecular cluster, C32H72ClN4P overall.

For the total energy, the calculation gives -2282.934573 Ha. The frontier orbital gap is 8.59 eV. The max |F| is 1.2 eV/A. As for the SMILES: Cl[PH3]CCc1ccccc1.CCN(CC)CC.CCN(CC)CC.CCN(CC)CC.CCN(CC)CC. The calculation puts the highest occupied orbital energy at -0.3001 hartree. As for the net charge: 0.

```
110
C32H72ClN4P ωB97M-V/def2-TZVPD
H 4.2893 6.1793 -1.5732
H -0.0393 3.6328 -1.0098
H 9.8829 0.1586 -0.2339
C -6.7441 -1.8113 6.0187
H 0.9862 -2.7772 -3.0743
H -1.2878 -3.0398 -5.1275
C 0.1201 0.2578 0.4184
H 1.2343 -1.3402 1.8135
C -0.5457 -4.5058 -1.8952
C 0.2755 4.5821 -0.5718
H -7.6242 -0.4724 7.5106
H 4.4690 2.8642 -0.6487
C 3.8192 3.4236 0.0302
C 3.2650 6.0235 -1.9079
C -2.6747 1.2126 1.1077
H -0.1468 -1.7030 -5.0888
C 0.1041 -5.8701 -5.3537
H 8.0425 0.3008 -6.0109
H -9.5601 0.1934 4.9317
C -3.1331 -1.1132 1.5164
H -1.6727 -5.1471 -4.3891
H -0.4863 4.8988 0.1421
H -0.5443 -5.5112 -1.4619
C -1.1416 -0.5461 0.0972
H -9.4822 -1.4139 6.5234
C 8.8556 0.3039 -0.5699
H 9.0394 1.0515 -4.7716
P 0.8051 -0.0480 2.1336
H 1.6956 1.0219 1.9892
H 4.0353 5.1603 1.3466
C -6.7187 -0.5639 6.9100
H 3.1828 6.4553 -2.9073
H -6.5951 0.3507 6.3314
H -1.2362 -1.9547 -3.7353
C -8.1033 -1.1917 4.0604
H -11.0827 -3.1788 5.8248
H 1.1023 -6.2290 -5.1003
C -3.7793 1.5485 1.8884
H 8.1749 2.9228 -2.2106
H -8.8594 -3.0377 6.7672
H -1.3754 -0.4690 -0.9635
H -0.8515 -6.4432 -3.5343
C 7.1260 2.7923 -2.4797
H -8.7515 -1.7058 3.3456
H 0.1372 -3.9209 -1.2717
H -2.8920 -2.1549 1.3776
H 0.2044 -5.0166 -6.0253
H -2.0931 1.9930 0.6457
C 0.4495 -3.3550 -3.8311
H -4.0226 2.5918 2.0286
H 2.6024 6.5917 -1.2537
H 1.1996 -3.5860 -4.5921
H 3.4951 2.6928 0.7793
H -0.4121 -6.6580 -5.9033
H -0.3967 0.2234 2.7931
H 0.9006 -0.0442 -0.2852
H -9.9354 -3.7664 4.6162
H 7.4597 1.7326 -5.1805
C -2.3408 -0.1323 0.9250
H -5.4001 0.8544 3.1019
C 4.6528 4.4952 0.7426
H 1.9100 5.4093 0.5502
C 8.7975 0.2442 -2.0893
C 6.6209 1.3744 -2.1829
H -2.6642 -4.3983 -2.4492
C -1.9603 -3.9291 -1.7616
H -0.0125 1.3250 0.2550
H 6.2927 -0.2294 -4.2605
C 2.8875 4.5377 -1.9594
H -0.9224 -1.6002 0.2683
H -1.9776 -2.8527 -1.9302
H 3.6640 3.9868 -2.4964
H -8.9754 0.6478 3.3371
H -7.9481 0.8884 4.7399
C -8.6762 0.2127 4.2931
H 1.4643 3.7688 0.9945
H 6.5505 3.5142 -1.8942
H 9.2642 -0.6896 -2.4134
H 7.7855 -1.1120 -4.1085
N 7.4423 0.2554 -2.6059
C -4.5576 0.5715 2.4930
N 2.6410 3.8502 -0.7035
C -0.6787 -5.5216 -4.0964
H 7.0062 3.0606 -3.5284
C 7.3500 -0.1128 -4.0072
H -7.1414 -1.1052 3.5482
H 6.4702 1.2895 -1.1026
N -7.9272 -2.0566 5.2125
H -5.8741 -0.6245 7.5991
H -6.5994 -2.6892 6.6563
H -5.8760 -1.7891 5.3533
H 8.2386 -0.4795 -0.1283
C -4.2389 -0.7605 2.2884
H 5.2277 5.0990 0.0415
C -0.6250 -2.4695 -4.4755
Cl 1.6770 -0.3973 4.1602
C 8.0125 0.8043 -5.0425
C 1.6139 4.4325 0.1373
H -4.8199 -1.5544 2.7334
H -2.3317 -4.1017 -0.7486
H 5.3681 4.0151 1.4136
C -10.2632 -2.8847 5.1680
H -10.6606 -2.1601 4.4561
H 9.4159 1.0579 -2.5008
H 1.9921 4.4372 -2.5791
H 8.5198 1.2669 -0.1829
H 5.6235 1.2523 -2.6135
C -9.1218 -2.3106 5.9944
N 0.0295 -4.6054 -3.2233
H 0.3098 5.3304 -1.3642
```

These are the Mulliken partial charges, in e, on atoms 1 to 99: 0.266, 0.278, 0.431, -0.516, 0.326, 0.254, -0.723, 0.070, -0.821, -1.506, 0.291, -0.075, 0.095, -1.042, -0.139, 0.391, -1.426, 0.406, 0.344, -0.664, 0.272, 0.432, 0.399, -0.457, 0.269, -1.388, 0.272, 0.451, -0.091, 0.362, -1.023, 0.403, 0.189, 0.179, 0.031, 0.436, 0.333, -0.885, 0.336, 0.457, 0.282, 0.450, -0.748, 0.387, 0.369, 0.290, 0.289, 0.493, -0.673, 0.379, 0.268, 0.360, 0.035, 0.438, 0.068, 0.576, 0.333, 0.212, 0.591, 0.438, -1.223, 0.326, -0.359, -0.776, 0.395, -0.742, -0.053, 0.343, -0.606, 0.168, 0.014, 0.298, 0.395, 0.237, -1.091, 0.475, 0.159, 0.476, 0.435, 0.156, -0.177, 0.262, -0.345, 0.245, -0.688, -0.415, 0.322, 0.154, 0.422, 0.410, 0.197, 0.330, -0.586, 0.221, -0.897, -0.476, -0.974, -0.487, 0.411

Entry 2:
The following is a DFT calculation (ωB97M-V/def2-TZVPD) of a 3-piece molecular cluster, C32H72NO3P2 overall.

For the total energy, the calculation gives -2225.287315 Ha. The frontier orbital gap is 10.06 eV. The max |F| is 3.1 eV/A. As for the energy relative to the best compared isomer or geometry (same formula, charge and spin): 33.8 kcal/mol. The calculation puts the highest occupied orbital energy at -0.4198 hartree. As for the net charge: +1.

```
110
C32H72NO3P2 ωB97M-V/def2-TZVPD
H -1.2243 3.7974 -5.1842
H 1.7365 -9.0785 0.7665
H 3.5526 0.1328 -4.5448
H -4.4470 3.2221 1.5040
H -4.5046 -2.2720 0.4490
H -0.4612 -6.4723 0.9881
C 0.4531 3.6996 -0.2279
H -0.6169 -2.6463 -0.2651
C 1.5970 0.6026 -3.5877
O -1.0097 0.7437 0.3738
H 0.5573 2.3601 -4.3512
H -0.2591 -2.7593 6.7736
H 1.7575 -0.1207 -2.7466
C 1.6161 -7.0014 0.5984
C 0.9537 -2.8777 3.5666
C 3.8812 -0.8111 1.2932
H -4.8561 2.4710 -0.8075
H -0.0067 -1.4154 5.7295
H 2.0462 4.0895 1.1756
H -1.2593 -2.6233 2.0688
H 0.2474 -7.4942 2.2514
H -3.0973 3.7239 -3.8150
H 0.3063 -4.3721 5.0700
H 0.3754 6.1516 -5.8175
H 1.1485 -0.0019 -4.4206
C -1.2162 -3.5090 0.0442
C -0.3940 4.4615 -1.2689
H 3.8632 -3.2945 0.0875
C -1.6871 5.9545 -5.1986
H -0.2330 4.7377 -4.1736
H 1.7332 -6.1933 -0.1489
H -1.7148 -4.2474 1.9849
H 1.9324 6.3544 1.6274
C 3.0056 0.9606 -4.0502
C -4.2326 4.4935 -0.1839
H -4.5837 4.9315 1.8521
O 0.2707 -0.5435 1.6744
H -2.9151 4.1480 1.5222
H -3.1830 -4.2327 -0.1441
H 2.0054 -3.1152 3.8702
C 1.0775 5.9018 1.0358
H 0.1259 -5.7620 3.3684
H -2.4410 6.4784 -4.5683
H 1.8360 -5.7060 2.8897
C 0.0414 -3.3103 4.6935
C -4.1209 3.2624 -1.0701
H -1.0166 -3.3155 4.3590
C 0.7166 1.9074 -3.3753
C 0.4592 -6.6220 1.5613
O 0.5888 -0.4282 -0.5075
H -2.8023 -3.0381 -1.3007
C -1.0376 -3.5684 1.5608
H -2.0824 5.7624 -6.1973
H 0.2342 5.8191 1.6920
H 1.3779 2.5812 -2.7759
H -0.0362 7.0865 -4.3819
C -3.3920 -2.1653 0.4718
C -4.0117 4.2314 1.2813
H -0.5819 7.5249 -6.0644
H 0.4734 -8.6142 -0.4963
H 2.9712 1.7895 -4.7446
H -0.9074 -4.3670 -0.4849
C -2.6890 -3.2665 -0.2803
H 2.2032 4.8599 -0.3430
H 2.4050 -2.1938 5.4670
H 2.0057 -3.5120 6.5397
H -3.0677 -1.1894 0.1681
P -1.4401 3.2362 -2.0433
H 0.1822 4.9497 -2.0171
H -2.4208 2.4341 -0.0275
C -2.7554 2.6113 -1.0436
H 0.6246 6.6934 0.3878
H -2.7774 1.5859 -1.4636
C 1.4496 4.6381 0.4005
C 1.9047 -3.2235 0.7712
H -1.0909 5.1756 -0.7928
H -0.3138 1.1638 -1.6843
N -0.0290 -0.0598 0.5295
H 2.8948 -0.4052 1.5475
H 3.8537 -2.1964 2.9065
C -0.5478 1.6968 -2.6102
C -0.3817 6.7507 -5.3491
H -5.3111 4.7377 -0.3220
H 3.5816 1.3050 -3.1735
H 3.7136 -4.3196 1.5585
C 1.4618 -8.3760 -0.0915
H 1.0047 2.8747 -0.7773
H 3.9930 -0.6663 0.2216
H 2.2056 -8.5644 -0.8502
C 0.3080 -2.4233 5.9240
H 5.1268 -2.3749 1.7535
H 1.6011 -2.1529 0.5931
C 0.8303 -5.5027 2.5226
H -3.1149 -2.2085 1.5447
C 1.7783 -2.5223 6.2608
P 0.7009 -3.7632 2.0454
C -1.2769 4.6156 -4.4861
H 2.5607 -6.9793 1.2538
H 4.6791 -0.1693 1.7462
C 3.4021 -3.3337 1.0559
H 1.6607 -3.8075 -0.1777
H 0.8335 -1.8198 3.3927
C -2.2172 4.2104 -3.3537
H -0.1594 3.1536 0.5057
H 2.0220 -1.9794 7.1948
H -2.5055 5.1472 -2.8143
H -3.6604 5.3252 -0.6095
H -4.5317 3.5253 -2.0514
C 4.0560 -2.2070 1.8306
H -1.3624 1.1238 -3.0412
```

These are the Mulliken partial charges, in e, on atoms 1 to 99: 0.486, 0.290, 0.381, 0.264, 0.396, 0.245, 0.086, -0.113, -0.022, -0.705, 0.405, 0.427, -0.091, 0.013, -1.428, -1.156, 0.486, 0.354, 0.388, 0.843, 0.471, 0.451, 0.140, 0.339, 0.346, 0.026, -1.077, 0.531, -0.363, 0.357, 0.111, 0.872, 0.329, -1.395, -0.400, 0.431, -0.472, 0.178, 0.377, 0.462, -1.314, 0.424, 0.291, 0.601, -0.509, -0.991, 0.248, -0.581, -0.828, -0.634, 0.509, -1.549, 0.357, 0.366, 0.162, 0.329, -0.654, -1.111, 0.442, 0.326, 0.334, 0.327, -0.969, 0.345, 0.306, 0.342, -0.093, 1.390, 0.817, 0.437, -1.125, 0.285, 0.501, -0.667, 0.340, 0.634, -0.498, 0.611, 0.183, 0.128, -0.398, -1.390, 0.373, 0.337, 0.092, -1.277, -0.213, 0.306, 0.372, -0.625, 0.447, -0.439, -0.828, 0.264, -1.117, 0.594, -0.918, 0.219, 0.411